No. 1
17
Properties=species:S:1:pos:R:3:forces:R:3 method="wB97M-V/def2-TZVPD" lumo_ev="-1.6 / -0.4" de_lowest_ev=3.146 homo_lumo_gap_ev="6.93 / 8.45" total_energy_ev=-160985.4129 total_charge=0
C 1.846 0.799 -1.683 0.3 -1.7 4.2
C 0.614 -0.927 -0.945 -1.0 -1.2 0.5
C 2.523 0.733 -0.432 -1.2 -1.1 -1.5
C 1.287 -1.124 0.246 2.4 2.6 -1.6
C -1.552 0.076 0.912 0.4 -0.9 1.3
C -2.013 -1.208 0.327 0.3 2.0 0.1
N 0.860 -0.046 -1.815 -0.7 -0.5 -1.1
N 2.289 -0.231 0.433 -0.2 0.0 0.5
N -2.450 1.115 0.962 6.8 0.9 0.8
O -0.395 0.115 1.428 -3.3 0.9 -1.1
Br 3.828 2.016 -0.164 0.7 0.5 0.5
Br 1.157 -2.428 1.492 -0.2 -1.3 0.6
I -3.586 -1.397 -0.919 -0.3 -0.1 -0.1
H 2.165 1.400 -2.419 0.7 2.3 -2.6
H -1.209 -1.866 0.232 0.6 -1.5 0.0
H -3.373 1.063 0.921 -4.6 -0.6 -0.4
H -1.994 1.908 1.423 -0.8 -0.2 -0.2



No. 2
45
Properties=species:S:1:pos:R:3:forces:R:3 method="wB97M-V/def2-TZVPD" lumo_ev="-3.4 / -3.4" de_lowest_ev=0.595 homo_lumo_gap_ev="6.92 / 6.91" total_energy_ev=-227238.5555 total_charge=+1
Ni -0.132 0.099 -0.289 0.4 -0.1 0.3
C -3.430 0.562 -1.117 -0.1 0.1 0.0
C -2.961 -0.852 -1.079 0.1 -0.2 -0.1
C -3.866 -1.916 -1.273 0.1 0.0 0.1
C -3.431 -3.208 -1.235 0.0 0.0 0.0
C -2.070 -3.482 -0.991 0.1 -0.1 0.0
C -1.488 -4.775 -0.898 0.1 0.1 0.0
Br -2.563 -6.311 -1.126 0.0 0.0 0.0
C -0.156 -4.920 -0.625 -0.2 0.0 0.0
C 0.667 -3.795 -0.433 -0.1 0.3 0.0
Br 2.491 -4.054 -0.031 0.0 0.1 0.0
C 0.164 -2.513 -0.528 -0.3 -0.3 -0.1
O 0.873 -1.411 -0.386 -0.1 0.2 0.4
C -1.229 -2.372 -0.811 0.2 -0.1 0.0
N -1.679 -1.080 -0.863 0.0 -0.1 -0.2
H -4.514 0.612 -1.181 0.0 0.0 0.0
H -3.003 1.080 -1.977 0.0 0.0 0.0
H -3.110 1.074 -0.210 0.0 0.0 0.0
H -4.908 -1.690 -1.446 0.0 0.0 0.0
H -4.122 -4.028 -1.376 0.0 0.0 0.0
H 0.281 -5.906 -0.546 0.0 0.0 0.0
C 3.884 2.262 2.279 0.1 0.0 0.0
N 2.512 1.778 2.215 0.0 0.0 0.1
C 2.028 0.564 1.955 0.0 0.0 0.0
S 0.293 0.404 1.947 0.1 0.2 -0.2
N 2.760 -0.515 1.743 -0.1 0.0 -0.2
C 4.203 -0.686 1.670 0.1 0.0 0.0
H 3.845 3.347 2.232 0.0 0.0 0.0
H 4.464 1.912 1.430 0.0 0.0 0.0
H 4.376 1.978 3.209 0.0 0.0 0.0
H 1.789 2.431 2.468 0.0 0.0 0.0
H 2.214 -1.289 1.383 -0.1 -0.1 0.0
H 4.700 -0.206 2.507 0.0 0.0 0.0
H 4.606 -0.322 0.724 0.0 0.0 0.0
H 4.395 -1.754 1.735 0.0 0.0 0.0
C -2.140 3.968 -0.534 0.2 0.0 0.0
S -0.518 3.273 -0.178 0.2 0.0 0.0
C 0.503 4.261 -1.285 -0.1 0.0 0.2
O -0.503 1.906 -0.853 -0.5 -0.1 -0.2
H -2.212 4.284 -1.571 0.0 0.0 0.0
H -2.315 4.799 0.146 0.1 0.1 0.0
H -2.856 3.180 -0.328 -0.1 0.0 0.1
H 0.848 5.144 -0.750 -0.1 0.1 0.0
H -0.042 4.537 -2.184 0.0 -0.1 0.0
H 1.353 3.631 -1.541 0.0 0.0 0.1



No. 3
64
Properties=species:S:1:pos:R:3:forces:R:3 method="wB97M-V/def2-TZVPD" lumo_ev=0.7 de_lowest_ev=0.572 homo_lumo_gap_ev=9.15 total_energy_ev=-34022.1503 total_charge=0
C 0.153 4.305 -0.200 -0.1 -0.4 0.0
C -0.769 3.134 0.109 -0.2 0.5 -0.2
O -0.064 1.894 0.132 0.2 -0.1 0.3
C 0.155 1.297 -1.045 0.0 -0.2 -0.1
O -0.203 1.764 -2.096 0.0 0.1 -0.1
C 0.921 -0.014 -0.916 0.2 -0.2 -0.2
C 2.377 0.257 -1.367 -0.1 0.3 0.0
C 3.076 1.499 -0.803 0.0 -0.2 0.1
C 3.673 1.344 0.602 0.0 0.1 -0.2
C 4.663 0.215 0.677 0.0 0.1 0.2
C 4.403 -0.921 1.431 0.0 0.0 0.0
C 5.314 -1.963 1.479 0.0 -0.1 0.0
C 6.501 -1.881 0.774 0.1 -0.1 0.0
C 6.775 -0.749 0.025 0.1 0.0 -0.1
C 5.863 0.290 -0.021 0.0 0.0 0.0
C 0.302 -1.022 -1.898 -0.3 0.2 0.0
C -1.105 -1.424 -1.469 0.2 -0.1 -0.2
N -1.071 -2.023 -0.150 0.1 -0.1 0.0
C -2.339 -2.633 0.232 0.0 0.0 0.1
C -3.487 -1.676 0.347 -0.1 0.1 0.1
C -3.774 -0.839 1.406 -0.1 -0.2 -0.2
N -4.857 -0.114 1.065 0.3 -0.5 0.1
C -5.479 0.942 1.815 -0.1 0.5 0.1
C -4.671 2.236 1.723 -0.2 -0.2 0.0
N -5.286 -0.427 -0.156 -0.6 0.2 -0.5
C -4.477 -1.368 -0.614 0.2 0.1 0.4
C -4.685 -1.970 -1.958 0.0 0.1 0.0
C -0.590 -1.063 0.822 0.2 0.0 0.1
C 0.832 -0.620 0.485 -0.3 0.1 0.1
H 0.977 4.333 0.510 0.1 0.1 0.1
H -0.404 5.235 -0.132 0.0 0.1 0.0
H 0.552 4.208 -1.207 0.0 0.0 -0.1
H -1.205 3.232 1.106 0.0 -0.1 -0.1
H -1.565 3.075 -0.641 0.1 0.0 0.2
H 2.979 -0.626 -1.142 0.0 -0.1 -0.1
H 2.348 0.372 -2.453 0.0 -0.1 0.0
H 3.892 1.747 -1.486 0.0 0.1 0.0
H 2.389 2.345 -0.804 0.0 0.1 -0.1
H 4.181 2.280 0.853 -0.1 0.0 0.1
H 2.881 1.193 1.334 0.0 0.0 0.1
H 3.482 -0.991 1.991 -0.1 0.0 0.0
H 5.095 -2.840 2.071 0.0 -0.1 0.0
H 7.212 -2.693 0.810 0.1 -0.1 0.0
H 7.703 -0.675 -0.523 0.1 0.0 0.0
H 6.088 1.173 -0.601 0.0 0.1 -0.1
H 0.257 -0.580 -2.894 0.1 0.0 0.0
H 0.933 -1.911 -1.932 0.1 0.0 0.0
H -1.498 -2.165 -2.170 -0.1 0.1 0.0
H -1.762 -0.536 -1.502 -0.1 -0.1 0.0
H -2.569 -3.396 -0.516 0.0 0.0 0.1
H -2.178 -3.130 1.194 0.0 -0.1 -0.1
H -3.305 -0.732 2.365 0.1 0.0 0.2
H -6.474 1.089 1.390 0.1 -0.1 0.1
H -5.575 0.629 2.859 -0.1 0.0 -0.1
H -5.167 3.026 2.279 0.0 0.1 0.1
H -4.577 2.542 0.685 0.0 0.0 -0.1
H -3.674 2.091 2.135 0.1 0.0 0.0
H -5.666 -1.685 -2.328 0.0 0.0 -0.1
H -3.932 -1.615 -2.660 0.0 0.0 -0.1
H -4.619 -3.055 -1.905 0.0 -0.1 -0.1
H -0.593 -1.543 1.805 0.0 0.1 0.0
H -1.242 -0.173 0.874 0.0 -0.1 0.1
H 1.154 0.096 1.239 0.1 -0.1 0.0
H 1.488 -1.492 0.519 0.1 0.0 0.0



No. 4
33
Properties=species:S:1:pos:R:3:forces:R:3 method="wB97M-V/def2-TZVPD" lumo_ev=0.5 de_lowest_ev=11.011 homo_lumo_gap_ev=9.35 total_energy_ev=-19331.4269 total_charge=0
C 2.592 2.454 -0.210 -0.6 3.0 -7.8
H 3.442 2.266 -1.078 -1.9 0.9 1.4
O 2.777 1.565 0.699 -0.7 -7.4 3.3
C 2.463 0.152 0.255 -1.8 -0.3 -0.9
C 3.462 -0.690 -0.492 0.6 11.7 4.4
C 3.197 -1.909 -0.691 0.8 -6.8 -1.7
C 1.945 -2.571 -0.357 4.0 3.1 -1.9
C 0.988 -1.730 -0.030 0.4 1.9 1.6
C 1.122 -0.410 0.408 5.5 1.6 -0.8
C 0.083 0.286 1.123 -2.2 3.3 1.3
C -0.971 0.965 0.045 0.0 -4.6 -2.0
O -0.694 1.691 -0.910 -0.4 -0.4 2.7
N -2.102 0.000 -0.126 3.9 4.1 0.9
C -2.685 -0.674 0.961 0.2 -8.5 -7.9
C -4.058 -1.152 0.165 -1.3 3.4 17.5
H -4.857 -1.454 1.164 2.1 0.4 -3.2
C -4.393 -0.033 -0.421 -6.9 11.6 -4.7
C -3.123 0.529 -0.950 0.7 4.3 -1.8
H -2.910 1.766 -1.262 -1.1 -3.3 1.5
H -2.883 0.124 -1.858 -0.1 -1.0 -3.0
H -5.208 -0.058 -1.345 1.9 -0.1 2.4
H -4.943 0.974 0.368 1.6 -3.3 -2.1
H -3.920 -1.850 -0.348 2.3 -11.0 -7.7
H -2.131 -1.588 1.235 -0.1 0.5 0.1
H -2.863 -0.114 1.658 -2.3 5.8 8.1
H 0.536 1.258 1.579 -0.7 -2.0 -0.1
H -0.446 -0.450 1.890 1.0 2.1 -1.5
H 0.097 -2.080 0.226 -4.1 -1.9 0.5
H 1.805 -3.503 -0.724 -0.6 -3.0 -0.5
H 4.092 -2.395 -1.151 -1.2 -0.6 0.3
H 4.394 0.094 -0.546 -1.6 -3.0 -0.6
H 1.511 2.439 -0.871 2.7 0.0 2.2
H 2.772 3.448 0.209 -0.2 -0.1 -0.1



No. 5
69
Properties=species:S:1:pos:R:3:forces:R:3 method="wB97M-V/def2-TZVPD" lumo_ev=-1.1 de_lowest_ev=2.792 homo_lumo_gap_ev=7.76 total_energy_ev=-47840.8479 total_charge=0
O 10.181 11.319 6.498 -0.2 0.0 0.4
H 10.531 12.157 6.195 0.2 0.3 -0.1
H 9.690 10.980 5.749 0.0 -0.2 -0.3
O 8.585 6.457 11.696 0.4 -0.2 0.1
H 9.090 6.658 10.908 0.1 0.2 -0.3
H 8.772 5.535 11.872 -0.1 -0.3 0.1
O 6.984 7.542 7.780 0.2 -0.6 0.3
H 6.087 7.440 8.099 -0.2 -0.2 0.0
H 7.019 8.439 7.447 -0.1 0.5 -0.3
O 7.620 13.229 8.324 0.5 -0.1 0.0
H 6.700 13.479 8.236 -0.4 0.2 0.2
H 7.861 12.892 7.461 -0.1 -0.3 -0.4
O 7.847 14.187 12.848 0.3 0.4 0.2
H 7.891 14.682 12.029 -0.3 0.3 -0.2
H 8.181 13.319 12.621 0.3 -0.7 -0.1
O 9.576 7.936 14.938 0.1 -0.3 0.5
H 9.856 7.294 15.590 0.2 -0.2 0.3
H 9.112 7.421 14.278 -0.5 0.0 -0.4
O 11.627 12.305 13.723 -0.2 0.1 0.2
H 12.447 12.571 14.138 0.3 0.2 0.3
H 11.669 11.349 13.699 -0.2 -0.6 -0.2
O 8.988 10.951 9.324 0.0 -0.7 0.0
H 9.691 10.973 8.674 0.4 0.0 -0.2
H 8.582 11.816 9.267 -0.4 0.6 -0.2
O 4.862 8.741 10.858 -0.1 -0.2 -0.3
H 4.149 9.287 10.525 -0.3 0.2 0.1
H 5.584 8.892 10.248 0.3 0.1 -0.2
O 6.826 15.753 10.306 0.0 -0.2 0.0
H 6.689 16.606 10.718 -0.3 0.2 0.2
H 7.673 15.832 9.866 0.6 0.0 -0.5
O 8.689 14.572 16.973 -0.1 1.1 0.8
H 8.864 13.842 16.380 0.1 -0.7 -0.4
H 7.944 15.027 16.580 -0.2 0.1 0.0
O 12.012 8.016 11.105 -0.2 -0.2 0.1
H 12.424 7.766 10.278 0.1 -0.2 -0.2
H 11.773 8.935 10.986 0.1 0.4 -0.1
O 10.646 9.414 13.114 0.3 1.1 -0.6
H 10.768 8.612 12.606 0.1 -0.3 -0.1
H 10.394 9.110 13.986 -0.1 -0.3 0.3
O 6.769 10.377 14.042 0.0 -0.2 0.7
H 7.702 10.374 13.829 0.1 0.2 -0.2
H 6.398 9.673 13.510 0.0 -0.4 -0.1
O 6.580 7.817 12.758 -0.1 0.1 0.6
H 7.231 7.312 12.269 0.3 -0.2 -0.1
H 5.898 8.014 12.116 -0.6 0.1 -0.1
O 4.892 14.287 11.651 -0.5 -0.1 -0.4
H 5.151 13.589 12.253 0.1 -0.2 0.7
H 5.673 14.449 11.121 0.2 0.2 -0.1
O 8.630 11.426 12.090 -0.3 0.6 0.3
H 8.664 11.227 11.154 0.1 -0.3 -0.3
H 9.345 10.914 12.470 0.5 -0.3 0.1
O 9.825 10.211 16.681 0.5 -0.1 0.4
H 9.064 10.082 17.247 -0.3 0.1 0.2
H 9.839 9.437 16.117 -0.2 -0.2 -0.3
O 9.154 12.481 15.517 -0.3 0.3 -0.8
H 9.799 12.712 14.849 0.3 0.2 -0.3
H 9.520 11.707 15.946 0.1 -0.5 0.4
O 9.125 15.540 8.560 0.3 0.4 0.0
H 10.082 15.567 8.551 0.3 0.3 0.1
H 8.908 14.645 8.299 -0.5 -0.4 0.1
O 5.933 12.888 14.359 -0.8 0.6 0.2
H 6.663 13.335 13.932 0.2 0.4 0.0
H 6.243 11.991 14.489 0.0 -0.5 -0.1
O 12.224 14.421 12.152 0.4 0.5 -0.4
H 11.703 14.524 11.356 -0.1 0.1 -0.1
H 11.801 13.705 12.626 -0.3 -0.4 0.1
O 7.082 10.154 6.787 -0.2 0.2 -0.1
H 7.377 10.090 5.879 -0.1 -0.1 -0.4
H 7.886 10.276 7.292 0.4 0.2 0.6



No. 6
117
Properties=species:S:1:pos:R:3:forces:R:3 method="wB97M-V/def2-TZVPD" lumo_ev="-4.5 / -6.9" de_lowest_ev=5.810 homo_lumo_gap_ev="7.77 / 3.85" spin_multiplicity=7 s_squared=12.04 total_energy_ev=-104553.0563 total_charge=+2
Eu 1.176 2.134 -0.454 -0.8 -0.5 0.5
C 2.113 -1.437 -3.749 -0.8 0.6 -1.1
N 1.586 -1.896 -2.504 -0.6 -1.6 1.6
C 1.327 -3.363 -2.277 0.5 1.0 -0.9
C 1.563 -1.016 -1.509 -0.3 1.5 -0.9
O 1.988 0.165 -1.687 -0.2 -1.2 1.0
C 2.207 -1.564 0.767 -0.9 1.4 -0.4
O 2.486 -0.221 1.335 0.6 -1.0 -0.9
C 3.884 0.128 1.371 -0.5 -1.4 0.3
C 4.033 1.612 1.164 0.1 2.0 -0.6
O 3.023 2.395 1.078 2.2 -1.6 0.1
N 5.313 2.022 0.945 -1.1 0.4 0.6
C 6.430 1.149 1.187 0.5 -1.0 -2.0
C 5.604 3.422 0.612 -1.9 -0.2 1.2
H 2.103 -0.342 -3.629 0.1 -0.5 -0.8
H 1.461 -1.775 -4.593 0.6 0.3 0.7
H 3.126 -1.779 -3.886 0.4 -0.2 -0.2
H 0.681 -3.777 -3.063 0.2 0.3 0.2
H 0.870 -3.479 -1.326 -0.5 -0.2 0.6
H 2.274 -3.905 -2.256 0.0 0.1 -0.2
H 3.090 -1.940 0.226 -0.3 0.5 -0.2
H 1.751 -1.954 2.739 -0.1 0.9 1.1
H 4.428 -0.356 0.512 -0.4 0.2 0.8
H 4.350 -0.225 2.348 -0.6 0.5 -1.1
H 6.796 0.770 0.167 -0.1 0.4 1.5
H 6.118 0.311 1.781 0.2 -0.4 0.2
H 7.230 1.638 1.719 0.2 0.4 0.0
H 4.604 3.778 0.434 -0.2 0.8 -0.3
H 6.196 3.599 -0.251 0.7 -0.4 -0.7
H 5.975 3.975 1.473 0.3 -0.2 0.0
C -0.648 4.563 2.155 -1.5 -1.1 0.2
C -0.267 3.086 2.353 0.2 0.5 1.6
C -0.600 2.737 3.833 -1.2 -1.0 -0.4
C -1.078 2.112 1.581 -0.8 -0.9 -0.6
C -2.446 2.230 1.297 -1.1 -0.3 -0.5
C -2.892 0.995 0.798 1.6 1.4 0.9
C -4.366 0.757 0.583 0.2 1.2 0.5
C -4.877 1.535 -0.635 -2.0 0.2 0.0
C -4.819 -0.672 0.666 -0.9 -0.7 -0.7
N -1.772 0.175 0.727 0.9 1.6 0.2
N -0.647 0.881 1.274 -0.7 0.1 -1.4
B -1.497 -0.699 -0.510 -1.8 -1.9 0.6
N -0.239 -1.761 -0.048 0.3 -0.8 0.8
N 1.068 -1.404 -0.235 2.0 0.4 0.9
C 1.904 -2.537 1.869 -0.7 -2.0 -0.2
C 0.605 -3.242 1.693 -1.2 1.2 -1.9
C -0.420 -2.818 0.842 1.0 0.3 -0.7
C -1.724 -3.551 0.828 -0.2 -1.7 0.7
C -2.120 -3.832 2.315 -1.0 1.0 -0.7
C -1.720 -4.949 0.053 0.9 1.6 -1.7
C 3.040 -3.566 2.202 1.5 1.0 0.8
C 3.550 -3.351 3.691 -0.6 -1.6 -0.9
C 2.766 -5.042 2.016 -0.4 -0.4 1.7
N -1.291 0.008 -1.859 0.8 1.1 -0.1
N -0.921 1.360 -1.773 -0.7 -0.4 0.2
C -1.370 1.962 -2.868 0.2 -0.4 0.4
C -1.917 1.008 -3.755 0.3 0.0 0.3
C -1.854 -0.199 -3.094 -0.7 -1.2 0.8
C -2.359 -1.554 -3.641 0.9 0.5 -2.5
C -2.398 -2.830 -2.806 1.1 0.2 1.7
C -3.667 -1.298 -4.464 0.0 0.5 1.9
C -1.339 3.467 -2.979 -0.6 0.7 -0.7
C 0.049 3.985 -3.389 0.5 -0.5 0.3
C -2.500 3.873 -3.932 1.4 1.3 -0.4
H -0.019 5.177 2.763 0.4 0.4 0.4
H -1.708 4.692 2.530 1.1 0.1 -0.7
H -0.547 4.848 1.121 -0.3 0.3 -0.2
H 0.823 2.968 2.229 -0.2 -0.2 -0.2
H -0.540 1.649 3.987 0.2 0.3 0.0
H -1.665 3.001 4.016 0.6 -0.1 -0.1
H -0.014 3.226 4.575 0.7 0.6 0.4
H -3.120 3.093 1.396 0.6 -0.5 0.3
H -4.879 1.304 1.436 0.8 -0.7 -0.7
H -4.440 1.288 -1.586 0.6 -0.2 -0.3
H -4.901 2.660 -0.531 0.3 -1.3 0.1
H -5.946 1.196 -0.731 0.7 0.6 -0.1
H -4.617 -1.312 -0.228 0.0 0.6 0.7
H -5.891 -0.657 0.842 -0.4 0.0 -0.5
H -4.504 -1.153 1.572 0.9 -0.3 0.3
H -2.502 -1.438 -0.546 1.1 0.8 -0.5
H 0.338 -4.101 2.267 0.3 -0.3 0.5
H -2.448 -3.004 0.254 -0.4 0.6 0.5
H -1.637 -4.703 2.704 0.0 -0.9 0.0
H -3.212 -3.910 2.359 0.3 -0.3 0.3
H -1.818 -3.057 3.020 -0.1 0.4 -0.3
H -1.096 -5.668 0.559 0.1 -0.4 0.2
H -1.321 -4.810 -1.023 -0.4 -0.2 1.7
H -2.739 -5.319 -0.114 0.2 0.1 0.5
H 3.878 -3.356 1.515 -0.1 0.3 0.3
H 2.752 -3.734 4.390 0.8 0.3 -0.6
H 3.758 -2.325 3.965 0.2 0.2 -0.1
H 4.450 -4.009 3.779 -0.6 0.7 0.4
H 2.104 -5.368 2.842 -0.1 0.0 -0.6
H 3.654 -5.650 2.208 0.2 0.4 -0.3
H 2.366 -5.304 1.062 -0.4 -0.2 -0.7
H -2.288 1.151 -4.751 -0.1 0.2 0.0
H -1.597 -1.743 -4.491 -0.8 0.1 1.3
H -1.610 -2.792 -1.973 -1.0 -0.2 -1.3
H -2.186 -3.705 -3.428 -0.1 0.2 0.0
H -3.353 -3.013 -2.287 0.2 0.3 -0.3
H -4.468 -0.995 -3.748 0.4 -0.3 -0.5
H -4.012 -2.146 -5.035 0.1 -0.3 -0.1
H -3.480 -0.451 -5.102 -0.2 0.0 -0.5
H -1.661 3.954 -2.038 0.6 -0.6 0.1
H 0.377 3.670 -4.408 -0.3 0.2 0.8
H 0.819 3.634 -2.649 -0.3 0.0 -0.6
H 0.125 5.058 -3.291 -0.2 0.4 -0.3
H -2.290 3.588 -4.953 0.1 -0.2 -0.4
H -2.733 4.968 -3.979 0.4 -0.9 0.4
H -3.342 3.333 -3.607 -1.3 -0.4 0.3
O -2.063 -1.512 7.932 -0.6 -0.7 0.2
C -2.767 -2.363 8.181 0.6 0.7 -0.2
Cl 1.540 5.234 -0.279 0.0 1.3 0.4
C 1.483 6.817 0.844 0.0 -0.6 -0.4
Cl 0.090 7.843 0.580 0.4 -0.6 -0.1
H 2.395 7.339 0.524 -0.4 -0.3 0.4
H 1.448 6.410 1.864 0.3 0.3 -0.6